Record 1
28
Properties=species:S:1:pos:R:3:lowdin_charge:R:1 method="wB97M-V/def2-TZVPD" homo_ev=-13.743 gap_ev=10.7 spin_multiplicity=1 total_charge=+1 lumo_energy_ha=-0.1118
K -1.2724 1.8477 -0.3082 0.93
O -1.9580 0.1038 1.6702 -0.11
H -1.5664 -0.7634 1.8092 0.06
H -2.7482 0.1120 2.2190 0.06
C -1.2052 -1.9255 -1.4324 -0.04
C -1.2498 -0.8763 -2.5393 -0.47
C -2.6423 -0.3335 -2.7433 -0.05
O -0.4097 0.2450 -2.1973 -0.16
H -1.6777 -1.5272 -0.5307 0.06
H -0.1774 -2.2076 -1.1996 0.09
H -1.7433 -2.8270 -1.7235 0.09
H -0.9430 -1.3372 -3.4825 0.15
H -3.3476 -1.1248 -2.9820 0.10
H -2.6530 0.3925 -3.5600 0.09
H -3.0089 0.1993 -1.8552 0.06
H 0.5056 0.0287 -2.3941 0.10
C 3.3644 0.4101 1.6953 -0.05
C 1.8501 0.4986 1.6745 -0.48
C 1.3351 1.6682 2.4899 -0.05
O 1.3521 0.6682 0.3323 -0.12
H 3.7060 -0.4648 1.1378 0.09
H 3.7124 0.2886 2.7210 0.09
H 3.8082 1.3123 1.2751 0.09
H 1.4315 -0.4312 2.0836 0.14
H 0.2434 1.6969 2.4605 0.06
H 1.7377 2.6091 2.1106 0.09
H 1.6286 1.5583 3.5328 0.09
H 1.9279 0.1795 -0.2637 0.08

=====

Record 2
31
Properties=species:S:1:pos:R:3:lowdin_charge:R:1 method="wB97M-V/def2-TZVPD" homo_ev=-13.178 gap_ev=10.0 spin_multiplicity=1 total_charge=+1 lumo_energy_ha=-0.1170
K 7.1440 21.4391 18.1558 0.94
C 9.2512 18.4578 20.1016 -0.18
C 8.4670 17.9592 21.3477 -0.20
O 7.5621 16.9220 20.8870 -0.09
O 8.3944 19.3741 19.4031 -0.17
H 9.6543 17.5968 19.5684 0.13
H 10.0931 19.0710 20.4227 0.12
H 7.8803 18.7257 21.8542 0.12
H 9.1405 17.4406 22.0300 0.12
H 7.4502 16.2692 21.5818 0.08
H 7.5715 18.9683 19.1208 0.06
C 7.4946 21.5624 13.4432 -0.20
C 7.1536 22.7217 14.4368 -0.19
O 6.4048 22.2257 15.5736 -0.16
O 8.2918 20.5741 14.1018 -0.07
H 8.0700 21.9026 12.5822 0.13
H 6.5766 21.0633 13.1329 0.12
H 6.5633 23.4496 13.8802 0.12
H 8.0528 23.2260 14.7907 0.12
H 5.5649 21.9298 15.2149 0.09
H 7.7891 20.1338 14.7910 0.07
C 10.3608 22.4207 19.1374 -0.19
C 9.8102 23.6265 19.8783 -0.24
O 8.7038 23.3572 20.7036 -0.08
O 9.7913 22.2683 17.8121 -0.14
H 10.2325 21.4780 19.6693 0.11
H 11.4236 22.6420 19.0399 0.13
H 9.4204 24.4352 19.2600 0.13
H 10.5294 24.1299 20.5244 0.13
H 8.3611 24.1609 21.1012 0.10
H 10.3315 21.6012 17.3823 0.09

=====

Record 3
39
Properties=species:S:1:pos:R:3:lowdin_charge:R:1 method="wB97M-V/def2-TZVPD" homo_ev="-8.354 / -7.455" gap_ev="8.5 / 3.5" spin_multiplicity=2 lumo_energy_ha="0.0039 / -0.1441"
Na 0.0781 0.9017 0.1827 0.39
N -0.5054 1.2943 3.9461 -0.68
O -0.4671 0.2336 4.5056 0.01
O -0.8415 1.3796 2.8000 -0.02
O -0.2582 2.3721 4.5181 0.01
N 0.1118 4.3538 1.0635 -0.61
O -0.5296 4.9884 0.2151 0.17
O 0.4467 3.2539 0.7887 0.14
O 0.4161 4.8945 2.0972 0.21
C -1.7474 -2.2636 1.7621 -0.23
S -2.6849 -1.0792 0.6673 0.91
O -1.7540 -0.7214 -0.4941 -0.57
C -3.7412 -2.3911 -0.0761 -0.26
H -2.2664 -3.1027 2.2255 0.06
H -1.3766 -1.6187 2.5588 0.02
H -0.8807 -2.7310 1.2948 0.04
H -4.4239 -2.7434 0.6973 0.05
H -3.1631 -3.1424 -0.6141 0.06
H -4.3485 -1.9442 -0.8632 0.04
C 1.6922 2.6541 -4.2222 -0.26
S 1.0395 0.9503 -3.8904 0.89
O 0.7597 0.7971 -2.3945 -0.56
C -0.5680 1.3997 -4.7188 -0.26
H 1.1823 3.3974 -3.6093 0.06
H 1.6712 2.9309 -5.2763 0.05
H 2.7441 2.7492 -3.9529 0.04
H -0.5339 1.8224 -5.7230 0.05
H -1.0461 2.1690 -4.1124 0.06
H -1.2239 0.5613 -4.9530 0.05
C 2.7570 -2.9346 0.5920 -0.26
S 2.7376 -1.2722 1.2914 0.91
O 1.8603 -0.3955 0.3685 -0.59
C 1.7843 -1.6706 2.8079 -0.22
H 3.5951 -3.4835 1.0214 0.05
H 2.9508 -2.9452 -0.4806 0.06
H 1.7932 -3.4032 0.7908 0.05
H 0.7624 -1.8861 2.4959 0.02
H 1.7311 -0.8071 3.4710 0.05
H 2.2470 -2.5677 3.2192 0.06

=====

Record 4
27
Properties=species:S:1:pos:R:3:lowdin_charge:R:1 method="wB97M-V/def2-TZVPD" smiles=CCCCCNCN.O homo_ev=-8.813 gap_ev=9.7 spin_multiplicity=1 lumo_energy_ha=0.0321
C 1.0425 0.5816 2.5115 -0.12
C 0.7360 1.0195 1.0527 -0.25
C -0.7361 1.5096 0.6428 -0.21
C -1.7623 0.3925 0.9414 -0.22
C -1.6116 -0.9026 0.2070 -0.27
N -1.5746 -0.6458 -1.2499 -0.12
C -0.6936 -1.4492 -2.0424 -0.28
N 0.7839 -1.3963 -1.6554 0.02
H 0.9764 -0.5483 2.5415 0.07
H 2.0359 0.8573 2.8976 0.06
H 0.2707 0.9199 3.3489 0.11
H 1.3757 1.8659 0.7141 0.10
H 0.9968 0.1999 0.3832 0.04
H -0.7837 2.1628 -0.2422 0.10
H -0.9929 2.3944 1.2789 0.11
H -1.4805 0.1822 2.0547 0.13
H -2.7503 0.7521 0.7566 0.10
H -2.5397 -1.6022 0.2187 0.14
H -0.7833 -1.4950 0.6690 0.11
H -1.5591 0.4167 -1.5128 0.15
H -1.2131 -2.5119 -1.9040 0.14
H -0.7654 -1.0417 -3.0551 0.10
H 0.9744 -1.1871 -0.6295 0.06
H 1.1608 -2.2357 -1.8028 0.00
O 3.3281 0.5568 -2.2120 -0.08
H 2.6738 -0.1188 -2.1666 -0.04
H 2.8913 1.3234 -1.7459 0.05

=====

What did we get for relative energy (zero: lowest compared OMol25 entry of this formula, charge and spin)? Answer: 0.00, 22.62, 11.92, 50.91 kcal per mole, in the order shown.